Entry 1:
Here is 3 unconnected molecules or ions with the total composition C8H18IN3O in a non-equilibrium geometry from the Open Molecules 2025 dataset. Energies are from ωB97M-V with the def2-TZVPD basis set.

Results
**HOMO-LUMO gap**: 9.02 eV
**HOMO level**: -8.6149 eV
**Total energy**: -23201.3222 eV
**E_LUMO**: 0.40 eV

Each line ends with the natural charge from an NBO analysis.
Positions of all 31 atoms, in Å:
I 2.577 3.471 0.310  -0.42
O 1.408 1.026 -2.800  -0.56
N -0.039 1.856 0.580  -0.56
N 1.084 -0.003 -1.924  -0.10
N -0.947 2.596 -1.359  -0.78
C 0.032 1.013 1.774  -0.23
C 0.584 -0.404 1.460  -0.41
C -0.908 1.684 -0.399  0.34
C -1.272 -0.482 -2.966  -0.48
C -0.998 -1.533 -1.880  -0.45
C -0.022 -0.497 -2.145  0.19
C 0.418 -2.866 2.369  -0.59
C 0.537 -1.327 2.768  -0.40
H 0.726 1.536 2.291  0.21
H 1.135 2.658 0.623  0.23
H -0.117 -0.944 0.710  0.18
H -0.234 3.262 -1.284  0.41
H -1.478 2.505 -2.325  0.42
H 0.363 -3.386 3.365  0.21
H -0.962 0.944 2.233  0.18
H -0.833 -2.571 -2.168  0.24
H 1.263 -3.087 1.901  0.20
H -2.183 0.223 -2.737  0.22
H 1.562 -1.270 3.259  0.21
H -0.584 -2.911 1.838  0.20
H -0.382 -1.001 3.212  0.20
H -1.081 -0.857 -3.950  0.24
H -1.612 -1.622 -0.925  0.23
H 2.118 1.486 -2.384  0.49
H -1.733 0.950 -0.330  0.18
H 1.575 -0.449 0.884  0.23

---

Entry 2:
Here is 2 unconnected molecules or ions with the total composition C2H10N2O in a non-equilibrium geometry from the Open Molecules 2025 dataset. Energies are from ωB97M-V with the def2-TZVPD basis set.

Results
**HOMO-LUMO gap**: 9.71 eV
**HOMO level**: -8.6135 eV
**Total energy**: -7263.3558 eV
**E_LUMO**: 1.09 eV

Each line ends with the natural charge from an NBO analysis.
Positions of all 15 atoms, in Å:
O 0.232 0.870 2.579  -0.95
N 1.700 0.533 -0.644  -0.88
N -1.624 -0.567 -0.033  -0.86
C -0.655 -0.018 -1.000  -0.24
C 0.742 -0.562 -0.654  -0.23
H 2.537 0.576 -0.094  0.38
H -1.861 -1.539 -0.208  0.35
H -0.081 0.611 3.456  0.46
H -0.993 -0.127 -2.036  0.17
H -0.363 0.393 1.987  0.48
H 1.801 1.035 -1.514  0.36
H 0.620 -0.818 0.394  0.21
H -0.599 1.051 -0.794  0.21
H 1.049 -1.368 -1.323  0.17
H -2.503 -0.071 -0.115  0.36

---

Entry 3:
Here is a gas-phase ion, C6H7N4 (charge -1) in a non-equilibrium geometry from the Open Molecules 2025 dataset. Energies are from ωB97M-V with the def2-TZVPD basis set.

Results
**Net charge**: -1
**HOMO-LUMO gap**: 6.20 eV
**HOMO level**: -2.4542 eV
**Total energy**: -12294.1977 eV
**E_LUMO**: 3.74 eV

Each line ends with the natural charge from an NBO analysis.
Positions of all 17 atoms, in Å:
N -3.540 -0.373 -0.066  -0.12
N -2.595 -1.258 -0.132  -0.39
N -3.087 0.843 0.017  -0.19
N -1.784 0.780 0.091  -0.17
C 0.063 -0.619 -0.020  -0.24
C 1.876 1.191 0.081  -0.64
C 0.436 0.723 -0.031  -0.05
C 0.933 -1.808 -0.163  -0.61
C -0.634 1.516 0.116  -0.21
C -1.455 -0.554 -0.033  0.25
H 2.295 0.780 -0.851  0.21
H 2.183 2.161 0.411  0.21
H 1.697 -1.843 0.562  0.18
H 1.683 -1.766 -1.068  0.17
H -0.699 2.495 0.359  0.18
H 2.355 0.483 0.814  0.20
H 0.272 -2.750 -0.086  0.22

---

Entry 4:
Here is a molecular structure, C35H52OP4SeTi in a non-equilibrium geometry from the Open Molecules 2025 dataset. Energies are from ωB97M-V with the def2-TZVPD basis set.

Results
**Net charge**: +3
**HOMO-LUMO gap (spin up / spin down)**: 5.32 / 5.57 eV
**HOMO level (spin up / spin down)**: -15.2131 / -15.2132 eV
**Total energy**: -164780.0721 eV
**2S+1**: 2
**E_LUMO (spin up / spin down)**: -9.89 / -9.64 eV
**Expectation value of S²**: 0.755

Each line ends with the Löwdin charge.
Positions of all 94 atoms, in Å:
Se 0.242 1.985 -3.224  0.96
Ti 0.038 0.464 -0.386  0.51
P 0.444 2.635 0.690  0.76
P -0.220 -0.819 2.837  0.93
P -2.351 1.180 -0.796  0.74
P 2.500 0.362 -0.852  0.74
O -0.114 -0.464 1.322  -0.47
C -0.061 -0.224 -5.018  -0.15
C 0.035 -0.886 -6.231  -0.07
C -0.586 -3.563 -7.754  -0.09
C 1.294 -0.316 3.695  -0.28
C -0.145 -4.840 2.141  -0.05
C 3.625 -0.198 0.469  -0.22
C 0.596 4.107 -0.380  -0.23
C 1.940 2.712 1.734  -0.22
C -0.231 -5.374 3.425  -0.03
C 3.356 1.844 -1.496  -0.24
C 2.636 1.203 5.046  -0.05
C -2.934 -1.153 3.073  -0.09
C -0.214 -2.605 3.036  -0.34
C 2.703 -0.892 -2.156  -0.23
C -3.576 0.963 0.538  -0.22
C 0.724 1.812 -6.117  -0.09
C -0.294 -3.134 4.335  -0.06
C -2.791 2.837 -1.424  -0.25
C 1.421 0.870 4.446  -0.10
C -1.841 -0.360 3.469  -0.29
C 0.483 -0.239 -7.382  -0.03
C -2.888 0.011 -2.082  -0.24
C 3.644 -0.801 4.161  -0.04
C -0.305 -4.515 4.523  -0.03
C 3.748 0.377 4.901  -0.03
C -2.080 0.733 4.321  -0.09
C 2.426 -1.154 3.573  -0.08
C 0.814 1.125 -7.331  -0.04
C 0.310 1.124 -4.952  -0.54
C -3.386 1.081 4.673  -0.04
C -0.908 3.028 1.861  -0.22
C -0.629 -4.172 -6.547  -0.09
C -4.234 -0.831 3.462  -0.05
C -4.466 0.303 4.246  -0.03
C -0.139 -3.458 1.934  -0.08
H -4.516 1.490 0.310  0.08
H 0.175 -4.827 -6.189  0.06
H 0.687 4.993 0.262  0.08
H 4.515 -1.448 4.016  0.13
H -2.455 3.623 -0.736  0.04
H -3.178 1.361 1.482  0.03
H 0.124 -3.817 -8.552  0.07
H 3.303 -1.184 0.827  0.05
H -1.375 -2.862 -8.052  0.07
H 1.139 1.637 -8.241  0.13
H -5.078 -1.449 3.138  0.13
H 0.965 2.873 -6.072  0.11
H -2.673 -1.018 -1.755  0.06
H 1.839 3.536 2.454  0.08
H 1.497 4.016 -1.001  0.04
H -1.833 3.283 1.323  0.04
H -1.509 -4.089 -5.885  0.06
H 2.182 -0.583 -3.074  0.03
H 0.062 0.602 -2.476  -0.15
H 0.575 1.551 4.528  0.09
H -3.565 1.990 5.258  0.13
H -2.768 -2.021 2.430  0.12
H -3.971 0.110 -2.247  0.08
H 2.278 -1.846 -1.808  0.06
H -0.348 -2.460 5.193  0.13
H 0.564 -0.805 -8.311  0.12
H -1.105 2.170 2.525  0.02
H -0.252 -1.929 -6.266  0.05
H 3.774 -1.034 -2.359  0.08
H 2.930 2.147 -2.461  0.01
H -0.237 -6.453 3.577  0.13
H -2.349 0.198 -3.022  0.03
H 4.703 0.650 5.344  0.13
H -0.619 3.888 2.486  0.08
H 3.277 2.690 -0.806  0.02
H 2.349 -2.082 2.987  0.12
H 2.049 1.779 2.304  0.02
H -0.287 4.207 -1.025  0.03
H 4.419 1.605 -1.621  0.08
H 3.608 0.507 1.311  0.04
H 2.837 2.884 1.128  0.05
H -1.251 1.311 4.725  0.09
H -0.086 -5.507 1.283  0.12
H 2.726 2.144 5.587  0.13
H -0.370 -4.907 5.533  0.12
H -3.884 2.903 -1.504  0.07
H -2.336 3.014 -2.407  0.02
H -0.074 -3.056 0.918  0.10
H -0.419 -0.748 -4.131  0.08
H 4.655 -0.272 0.089  0.08
H -5.489 0.584 4.515  0.13
H -3.793 -0.104 0.681  0.05

---

Entry 5:
Here is a single C3H7ClN2 molecule in a non-equilibrium geometry from the Open Molecules 2025 dataset. Energies are from ωB97M-V with the def2-TZVPD basis set.

Results
**HOMO-LUMO gap**: 9.98 eV
**HOMO level**: -9.0542 eV
**Total energy**: -18724.2372 eV
**E_LUMO**: 0.92 eV

Each line ends with the natural charge from an NBO analysis.
Positions of all 13 atoms, in Å:
Cl 2.808 -0.126 2.393  -0.14
N -1.347 0.770 -0.023  -0.40
N -0.080 0.501 0.005  -0.23
C 1.994 -0.702 0.793  -0.37
C -1.663 0.605 -1.568  -0.40
C 0.493 -0.291 0.863  -0.04
H -1.825 0.111 0.528  0.33
H 2.513 -0.120 -0.039  0.24
H -1.347 -0.618 -1.837  0.18
H -1.040 1.239 -2.172  0.22
H -2.701 0.925 -1.636  0.20
H -0.118 -0.522 1.788  0.16
H 2.312 -1.773 0.906  0.24

---

What energy above the lowest of the compared OMol25 structures with the same formula, charge and spin values result from the calculations? In sequence: 1.464; 0.567; 0.000; 0.038; 3.096 eV.